(1)
Entry from the Open Molecules 2025 dataset: a cluster of 5 separate species, C23H31F12I2NO10 in total in a non-equilibrium geometry (ωB97M-V/def2-TZVPD).

```
! wB97M-V def2-TZVPD RIJCOSX def2/J DEFGRID3
* xyz 0 1
C 4.367 -5.951 0.362
C 3.981 -4.439 0.703
N 3.824 -3.595 -0.534
C 2.581 -3.965 -1.268
O 1.658 -2.855 -1.369
C 0.755 -2.835 -0.256
O 0.861 -1.897 0.536
C -0.300 -4.003 -0.208
I -1.046 -4.670 -2.168
C -0.776 -4.654 0.938
C -1.810 -5.876 0.942
I -0.077 -4.036 2.922
H 5.378 -6.184 0.845
H 3.598 -6.707 0.750
H 4.461 -6.157 -0.765
H 4.872 -3.982 1.266
H 3.076 -4.338 1.409
H 3.751 -2.618 -0.221
H 2.904 -4.210 -2.343
H 2.136 -4.923 -0.847
H -1.169 -6.820 0.949
H -2.414 -5.886 1.918
H -2.565 -5.835 0.101
C -1.325 0.968 0.644
C -1.300 2.338 -0.006
O -1.483 2.241 -1.430
C -2.737 2.000 -1.844
O -3.682 1.865 -1.111
C -2.803 1.952 -3.367
F -1.852 1.158 -3.897
F -2.635 3.172 -3.913
F -3.981 1.489 -3.818
H -0.582 0.312 0.183
H -1.120 1.040 1.702
H -2.296 0.483 0.517
H -0.322 2.798 0.153
H -2.044 3.010 0.430
C -0.132 6.986 4.325
C 0.738 5.799 4.690
O -0.047 4.602 4.829
C -0.452 4.031 3.682
O -0.200 4.456 2.585
C -1.244 2.759 3.963
F -2.203 2.943 4.890
F -0.456 1.768 4.420
F -1.861 2.283 2.866
H -0.935 7.110 5.056
H 0.460 7.901 4.287
H -0.609 6.846 3.353
H 1.209 5.978 5.659
H 1.543 5.646 3.966
C -7.680 1.208 -1.640
C -7.647 2.580 -2.285
O -7.815 2.485 -3.710
C -9.067 2.245 -4.138
O -10.017 2.110 -3.414
C -9.117 2.200 -5.661
F -8.161 1.407 -6.183
F -8.942 3.422 -6.203
F -10.289 1.739 -6.125
H -6.933 0.553 -2.096
H -7.486 1.279 -0.569
H -8.650 0.725 -1.780
H -6.670 3.037 -2.113
H -8.395 3.251 -1.855
C 8.406 0.736 -0.665
C 8.131 -0.636 -1.250
O 8.342 -1.669 -0.273
C 7.378 -1.803 0.654
O 6.386 -1.126 0.705
C 7.703 -2.948 1.608
F 8.961 -2.884 2.085
F 7.583 -4.153 1.010
F 6.895 -2.977 2.681
H 9.413 0.776 -0.243
H 8.308 1.509 -1.429
H 7.714 0.969 0.147
H 8.831 -0.829 -2.066
H 7.123 -0.705 -1.668
*
```

Properties
Highest occupied orbital energy ... -9.22 eV
LUMO level ... -0.6666 eV
Maximum force ... 3.67 eV/A
Calculated total energy ... -95128.507 eV
SMILES ... CCNCOC(=O)/C(I)=C(/C)I.CCOC(=O)C(F)(F)F.CCOC(=O)C(F)(F)F.CCOC(=O)C(F)(F)F.CCOC(=O)C(F)(F)F

So, what does the Löwdin scheme give us? The charges, in e, come out as:
1 C -0.104
2 C -0.262
3 N -0.055
4 C -0.246
5 O -0.095
6 C -0.472
7 O 0.049
8 C -0.593
9 I 0.856
10 C -0.694
11 C -0.191
12 I 0.830
13 H 0.070
14 H 0.073
15 H 0.083
16 H 0.095
17 H 0.097
18 H 0.108
19 H 0.141
20 H 0.124
21 H 0.094
22 H 0.069
23 H 0.037
24 C -0.051
25 C -0.193
26 O 0.034
27 C -0.376
28 O 0.154
29 C -0.520
30 F 0.158
31 F 0.158
32 F 0.155
33 H 0.074
34 H 0.058
35 H 0.085
36 H 0.126
37 H 0.120
38 C -0.063
39 C -0.199
40 O 0.029
41 C -0.366
42 O 0.163
43 C -0.504
44 F 0.165
45 F 0.167
46 F 0.125
47 H 0.085
48 H 0.084
49 H 0.075
50 H 0.127
51 H 0.128
52 C -0.060
53 C -0.197
54 O 0.026
55 C -0.376
56 O 0.163
57 C -0.521
58 F 0.157
59 F 0.158
60 F 0.159
61 H 0.083
62 H 0.084
63 H 0.074
64 H 0.122
65 H 0.127
66 C -0.064
67 C -0.199
68 O 0.027
69 C -0.375
70 O 0.160
71 C -0.521
72 F 0.158
73 F 0.151
74 F 0.155
75 H 0.084
76 H 0.083
77 H 0.075
78 H 0.126
79 H 0.129

***

(2)
Entry from the Open Molecules 2025 dataset: the molecule C23H31FN2O2 (ωB97M-V/def2-TZVPD).

```
! wB97M-V def2-TZVPD RIJCOSX def2/J DEFGRID3
* xyz 0 1
O 1.051 3.618 2.310
C 0.562 2.305 2.430
C -0.746 2.367 3.236
O -1.216 1.086 3.587
C -1.941 0.352 2.691
C -2.774 0.873 1.706
C -3.455 0.024 0.851
C -3.329 -1.355 0.949
C -3.952 -2.281 -0.069
N -3.030 -2.800 -1.069
C -2.628 -1.913 -2.133
C -1.531 -0.867 -1.811
C -0.205 -1.518 -1.570
C 0.177 -1.963 -0.309
C 1.400 -2.581 -0.105
C 2.275 -2.765 -1.162
C 1.922 -2.332 -2.429
C 0.694 -1.728 -2.611
F 0.366 -1.305 -3.855
C -2.542 -1.870 1.974
C -1.861 -1.034 2.835
C 0.372 1.697 1.032
N 1.566 1.927 0.233
C 1.278 1.934 -1.194
C 2.517 2.334 -1.988
C 3.654 1.360 -1.704
C 3.902 1.326 -0.201
C 2.615 0.961 0.529
H 1.616 3.615 1.520
H 1.276 1.691 3.005
H -0.537 2.874 4.181
H -1.486 2.958 2.689
H -2.899 1.939 1.593
H -4.092 0.449 0.088
H -4.376 -3.150 0.445
H -4.759 -1.770 -0.600
H -2.220 -3.222 -0.627
H -2.269 -2.540 -2.957
H -3.521 -1.385 -2.478
H -1.823 -0.290 -0.933
H -1.457 -0.193 -2.666
H -0.490 -1.806 0.526
H 1.672 -2.913 0.886
H 3.232 -3.238 -1.003
H 2.582 -2.457 -3.273
H -2.454 -2.942 2.089
H -1.244 -1.432 3.625
H -0.461 2.212 0.547
H 0.124 0.628 1.108
H 0.477 2.656 -1.377
H 0.933 0.943 -1.532
H 2.273 2.342 -3.051
H 2.819 3.342 -1.695
H 4.558 1.664 -2.234
H 3.374 0.362 -2.050
H 4.674 0.595 0.045
H 4.238 2.308 0.135
H 2.793 0.961 1.606
H 2.302 -0.057 0.234
*
```

Properties
Highest occupied orbital energy ... -8.36 eV
LUMO level ... 0.7845 eV
Maximum force ... 0.75 eV/A
Energy relative to the best compared isomer or geometry (same formula, charge and spin) ... 62.55 kJ/mol
Calculated total energy ... -34146.874 eV
SMILES ... O[C@@H](COc1ccc(CNCCc2ccccc2F)cc1)CN1CCCCC1

So, what does the natural (NBO) scheme give us? The charges, in e, come out as:
1 O -0.731
2 C 0.083
3 C -0.069
4 O -0.502
5 C 0.309
6 C -0.315
7 C -0.140
8 C -0.085
9 C -0.237
10 N -0.620
11 C -0.203
12 C -0.454
13 C -0.104
14 C -0.163
15 C -0.246
16 C -0.204
17 C -0.279
18 C 0.391
19 F -0.332
20 C -0.200
21 C -0.262
22 C -0.251
23 N -0.476
24 C -0.215
25 C -0.403
26 C -0.399
27 C -0.403
28 C -0.230
29 H 0.492
30 H 0.152
31 H 0.205
32 H 0.171
33 H 0.220
34 H 0.204
35 H 0.203
36 H 0.196
37 H 0.357
38 H 0.197
39 H 0.191
40 H 0.225
41 H 0.226
42 H 0.222
43 H 0.217
44 H 0.219
45 H 0.231
46 H 0.213
47 H 0.227
48 H 0.201
49 H 0.191
50 H 0.200
51 H 0.171
52 H 0.211
53 H 0.200
54 H 0.208
55 H 0.199
56 H 0.209
57 H 0.200
58 H 0.201
59 H 0.180

***

(3)
Entry from the Open Molecules 2025 dataset: a cluster of 2 separate species, C23H32BrN8O3 in total in a non-equilibrium geometry (ωB97M-V/def2-TZVPD).

```
! wB97M-V def2-TZVPD RIJCOSX def2/J DEFGRID3
* xyz 1 1
O 0.802 -0.616 4.983
O -2.018 1.306 2.240
Br 2.737 6.723 -3.519
N 3.608 1.295 -6.925
O -3.398 -1.536 -0.216
C 1.681 -0.035 4.362
C -1.059 1.099 2.979
C 2.529 1.222 -6.178
C -2.075 -4.764 2.799
C -1.882 -1.825 -2.058
C -2.326 0.370 -1.169
C 3.532 4.523 -5.204
C 1.512 4.154 -3.928
C -0.998 -1.268 -2.991
C -1.436 0.931 -2.090
C 2.584 4.980 -4.284
C -2.549 -1.006 -1.147
C 2.338 2.428 -5.388
C 3.392 3.245 -5.746
C 1.378 2.872 -4.466
C -0.763 0.117 -3.023
N -3.201 -4.152 2.556
N 4.135 2.528 -6.667
N -1.127 1.312 4.295
N 0.271 2.126 -4.071
N -0.922 -4.335 2.317
N 1.486 0.564 3.181
N -2.113 -5.832 3.545
C 3.080 0.036 4.926
C -2.300 1.834 4.997
C 0.209 0.657 -4.052
C -0.686 -3.120 1.511
C -0.310 -1.932 2.401
C 0.083 -0.709 1.558
C 0.260 0.607 2.344
H -3.926 -0.809 0.162
H 1.871 0.361 -6.166
H -2.063 -2.894 -2.049
H -2.825 1.019 -0.454
H 4.360 5.163 -5.491
H 0.782 4.524 -3.219
H -0.495 -1.921 -3.700
H -1.278 2.003 -2.055
H -4.068 -4.488 2.930
H -3.186 -3.344 1.955
H 4.970 2.895 -7.123
H -0.337 1.005 4.848
H -0.475 2.630 -3.602
H -0.106 -4.874 2.553
H 2.303 1.015 2.794
H -2.988 -6.157 3.915
H -1.267 -6.327 3.764
H 3.347 1.074 5.117
H 3.782 -0.402 4.219
H 3.115 -0.522 5.862
H -2.105 1.882 6.070
H -2.536 2.835 4.629
H -3.159 1.184 4.818
H 1.202 0.252 -3.828
H -0.089 0.299 -5.043
H -1.564 -2.869 0.917
H 0.137 -3.311 0.818
H -1.156 -1.685 3.042
H 0.536 -2.226 3.022
H -0.690 -0.548 0.811
H 1.008 -0.931 1.022
H 0.448 1.368 1.586
*
```

Properties
Highest occupied orbital energy ... -9.14 eV
LUMO level ... -2.7103 eV
Maximum force ... 1.85 eV/A
Calculated total energy ... -112472.145 eV

So, what does the natural (NBO) scheme give us? The charges, in e, come out as:
1 O -0.663
2 O -0.666
3 Br 0.070
4 N -0.211
5 O -0.719
6 C 0.676
7 C 0.659
8 C -0.031
9 C 0.669
10 C -0.300
11 C -0.292
12 C -0.338
13 C -0.327
14 C -0.177
15 C -0.193
16 C -0.037
17 C 0.341
18 C -0.227
19 C 0.227
20 C 0.240
21 C -0.040
22 N -0.756
23 N -0.382
24 N -0.592
25 N -0.605
26 N -0.547
27 N -0.620
28 N -0.753
29 C -0.710
30 C -0.413
31 C -0.229
32 C -0.229
33 C -0.410
34 C -0.405
35 C -0.114
36 H 0.495
37 H 0.205
38 H 0.220
39 H 0.233
40 H 0.229
41 H 0.217
42 H 0.220
43 H 0.210
44 H 0.423
45 H 0.437
46 H 0.413
47 H 0.422
48 H 0.391
49 H 0.413
50 H 0.407
51 H 0.420
52 H 0.421
53 H 0.238
54 H 0.229
55 H 0.251
56 H 0.216
57 H 0.215
58 H 0.204
59 H 0.211
60 H 0.199
61 H 0.218
62 H 0.226
63 H 0.214
64 H 0.217
65 H 0.238
66 H 0.210
67 H 0.243

***

> calculated total energy of number 3 (C23H32BrN8O3)?

-112472.145 eV